[1]
82
Properties=species:S:1:pos:R:3:forces:R:3 method="wB97M-V/def2-TZVPD" multiplicity=1 largest_force_ev_per_a=2.1 homo_lumo_gap_ev="6.96 / 6.95" total_charge=+2
Pt -0.0015 -0.0835 0.0979 0.05 0.08 0.34
N -0.3842 -1.2763 2.1145 -0.07 0.21 -0.69
C 0.8859 -1.4178 2.8337 0.42 0.14 0.13
C 1.6783 -0.0939 2.8584 -0.03 -0.11 -0.08
N 1.6381 0.6253 1.5869 0.21 -0.05 0.31
C 1.2059 2.0175 1.7135 -0.14 0.30 0.14
C -0.2701 2.1344 2.1274 0.88 0.27 0.25
N -1.1671 1.5648 1.1021 0.73 -1.18 -1.32
C 2.7944 0.3998 0.7172 0.32 -0.19 -0.07
C 2.8762 -1.0530 0.2165 0.52 0.74 0.47
N 1.6617 -1.4446 -0.5231 -1.73 1.02 0.03
H -1.0441 -0.7386 2.6718 -0.02 -0.14 -0.08
H -0.8006 -2.1909 1.9626 -0.06 0.11 -0.05
H 1.4688 -2.1941 2.3373 -0.14 -0.02 0.04
H 0.7335 -1.7331 3.8702 -0.04 -0.05 -0.13
H 2.7146 -0.3155 3.1397 -0.10 0.03 0.06
H 1.2657 0.5494 3.6372 0.09 -0.05 0.02
H 1.3234 2.4981 0.7386 0.07 -0.02 0.11
H 1.8244 2.5586 2.4416 -0.09 0.07 -0.04
H -0.4846 3.1947 2.2921 -0.13 -0.14 0.01
H -0.4405 1.6182 3.0734 -0.09 0.03 -0.07
H -1.3451 2.2512 0.3696 -0.02 -0.07 0.02
H -2.0660 1.3276 1.5142 -0.01 -0.10 -0.22
H 3.7317 0.6326 1.2381 0.04 0.00 -0.06
H 2.7062 1.0639 -0.1465 0.01 0.00 0.07
H 3.0241 -1.7305 1.0566 -0.03 -0.03 -0.11
H 3.7596 -1.1331 -0.4230 -0.10 -0.10 0.02
H 1.4817 -2.4400 -0.4208 -0.13 0.08 -0.08
H 1.7732 -1.2557 -1.5200 -0.06 -0.11 0.09
O 0.5048 1.3239 -1.7761 -0.22 -1.12 1.72
P 0.5531 1.9803 -3.1366 -0.19 0.85 -1.43
C 1.1736 0.8151 -4.4752 -0.22 0.61 0.26
C 2.1803 -0.1718 -3.8593 0.24 -0.22 -0.02
C 1.8853 -1.6269 -4.2317 -0.04 -0.05 0.19
C 0.4536 -2.0583 -3.8996 0.10 0.06 -0.13
C -0.5684 -0.9772 -4.2872 -0.12 -0.03 -0.12
C 0.0602 0.0663 -5.2021 -0.29 -0.08 0.10
C 1.6425 3.5089 -3.0252 -0.61 -0.26 0.17
C 2.2709 3.9908 -4.3351 0.05 -0.14 -0.20
C 3.6332 3.3759 -4.6458 0.06 0.19 0.09
C 4.5824 3.4776 -3.4593 -0.01 -0.30 -0.09
C 3.9675 2.7882 -2.2478 0.00 0.31 0.03
C 2.6589 3.4775 -1.8852 0.04 -0.35 0.16
C -1.1791 2.4910 -3.6296 0.53 -0.47 0.27
C -1.9999 3.0346 -2.4580 0.09 0.11 0.22
C -1.8345 4.5287 -2.2076 -0.15 0.02 -0.07
C -2.1240 5.3085 -3.4859 0.23 0.05 0.05
C -1.1920 4.8656 -4.6079 -0.19 0.02 0.00
C -1.3065 3.3679 -4.8772 0.17 0.09 -0.12
H 1.6698 1.4526 -5.2085 0.06 0.09 0.08
H 2.1558 -0.0517 -2.7717 0.18 0.01 -0.01
H 3.1955 0.0638 -4.1832 -0.01 0.10 0.11
H 2.5980 -2.2813 -3.7226 0.06 -0.02 -0.10
H 2.0519 -1.7626 -5.2999 0.11 -0.02 0.01
H 0.3482 -2.2851 -2.8360 0.01 -0.09 0.08
H 0.2456 -2.9842 -4.4350 -0.03 -0.05 0.09
H -0.9350 -0.4823 -3.3822 -0.10 -0.03 -0.02
H -1.4262 -1.4280 -4.7867 -0.05 0.01 0.12
H -0.6926 0.7513 -5.5885 0.01 0.01 -0.05
H 0.4902 -0.4330 -6.0723 -0.01 0.09 -0.06
H 0.8902 4.2489 -2.7291 0.03 -0.11 -0.10
H 2.4015 5.0736 -4.2559 -0.07 0.01 -0.02
H 1.5948 3.8108 -5.1706 -0.08 0.14 -0.11
H 4.0574 3.8946 -5.5055 -0.02 -0.08 -0.08
H 3.5288 2.3249 -4.9182 0.02 -0.10 -0.08
H 4.7667 4.5263 -3.2199 0.07 0.07 0.01
H 5.5393 3.0218 -3.7132 0.05 0.06 0.01
H 4.6526 2.8400 -1.4007 0.02 -0.09 0.06
H 3.7890 1.7360 -2.4773 0.03 -0.19 -0.01
H 2.8908 4.5081 -1.6100 -0.07 0.08 0.03
H 2.1997 3.0022 -1.0164 0.02 0.10 0.04
H -1.6158 1.5122 -3.8572 0.11 0.03 -0.04
H -1.7523 2.4560 -1.5630 -0.12 -0.06 -0.02
H -3.0536 2.8500 -2.6807 -0.02 -0.09 0.01
H -0.8240 4.7520 -1.8566 0.02 0.07 0.07
H -2.5260 4.8423 -1.4235 0.04 0.00 0.07
H -2.0073 6.3783 -3.3096 -0.07 0.00 -0.01
H -3.1593 5.1347 -3.7830 -0.11 0.03 -0.01
H -0.1692 5.1342 -4.3475 0.10 0.07 -0.05
H -1.4410 5.4010 -5.5246 0.09 0.02 -0.01
H -0.5674 3.0713 -5.6242 -0.06 -0.04 -0.13
H -2.2919 3.1773 -5.3118 0.03 -0.06 -0.03

=====

[2]
89
Properties=species:S:1:pos:R:3:forces:R:3 method="wB97M-V/def2-TZVPD" multiplicity=2 largest_force_ev_per_a=0.8 relative_energy_kj_mol=5.56 homo_lumo_gap_ev="6.90 / 7.53" total_charge=+3
V -1.5455 1.1192 -0.4444 0.22 -0.69 -0.18
C -0.7316 -2.0044 3.2167 0.03 -0.02 0.00
C -0.2117 -2.8038 2.0267 0.00 -0.04 0.01
C 1.2750 -3.1894 2.1490 0.02 0.03 -0.05
C 2.4266 -2.2599 2.5961 -0.02 -0.15 0.02
C 3.7163 -3.0545 2.3948 0.02 0.02 0.01
C 2.3518 -1.8047 4.0517 -0.04 0.05 -0.01
N 2.4360 -0.9491 1.7471 -0.11 -0.01 -0.02
C 3.6302 -0.6691 0.8789 0.05 0.04 -0.05
C 3.7510 0.8049 0.5341 0.12 -0.03 -0.02
N 2.6834 1.2868 -0.3416 -0.11 -0.14 0.09
C 1.9842 2.4603 0.1805 -0.06 -0.05 0.08
C 0.5400 2.0606 0.3002 0.27 0.02 0.20
O -0.3165 2.5968 -0.4865 -0.38 0.47 -0.27
O 0.1194 1.1031 1.0048 -0.05 0.04 -0.25
C 3.0213 1.4442 -1.7869 0.02 0.06 -0.03
C 3.9648 0.3576 -2.2870 -0.01 0.00 0.01
C 1.7510 1.6260 -2.6418 0.02 0.01 0.05
C 0.7445 0.4895 -2.9393 0.03 -0.03 -0.03
C 1.3775 -0.5806 -3.8383 0.03 0.02 -0.04
C -0.3987 1.1174 -3.7242 -0.03 -0.03 0.00
N 0.1765 -0.0756 -1.6222 -0.05 0.04 0.01
C -0.1743 -1.5265 -1.6933 0.03 -0.16 -0.06
C 0.1085 -2.3784 -0.4464 -0.04 -0.05 0.03
N -0.6798 -2.1309 0.7652 0.08 -0.01 0.00
C -2.0538 -2.5819 0.5574 -0.08 -0.02 -0.12
C -2.8888 -1.6464 -0.2703 0.34 -0.20 -0.21
O -3.9097 -1.8486 -0.8400 -0.14 -0.09 0.09
O -2.3024 -0.4098 -0.3745 -0.24 0.68 0.32
H -0.4050 -2.4467 4.1571 -0.03 -0.01 -0.01
H -1.8205 -1.9856 3.2480 -0.01 0.03 -0.01
H -0.3820 -0.9705 3.1702 -0.01 -0.01 0.00
H -0.6890 -3.7923 2.0435 -0.01 0.01 0.06
H 1.5833 -3.7216 1.2456 0.03 0.04 0.01
H 1.2760 -3.9622 2.9202 0.01 -0.02 -0.01
H 3.6139 -3.9917 2.9415 -0.02 0.01 0.00
H 4.5888 -2.5500 2.8083 0.00 0.00 -0.02
H 3.8988 -3.3113 1.3510 0.00 0.00 0.01
H 2.2647 -2.6699 4.7076 0.01 -0.01 -0.01
H 1.5037 -1.1504 4.2508 0.04 -0.01 0.01
H 3.2703 -1.2825 4.3287 -0.01 0.00 -0.01
H 2.3031 -0.1654 2.3909 0.13 -0.07 0.04
H 1.5883 -0.9298 1.1751 -0.01 0.12 0.02
H 3.5293 -1.2746 -0.0189 0.02 -0.06 0.04
H 4.5186 -0.9956 1.4095 -0.01 0.05 0.06
H 4.7392 0.9533 0.0955 0.00 0.02 0.01
H 3.7621 1.3851 1.4599 -0.02 -0.02 0.01
H 2.0527 3.3176 -0.4891 0.01 0.04 0.02
H 2.3633 2.7801 1.1518 -0.02 -0.09 0.04
H 3.5548 2.3988 -1.8999 0.03 0.00 0.01
H 3.6071 -0.6495 -2.0751 -0.02 -0.01 -0.02
H 4.9634 0.4618 -1.8667 -0.02 -0.02 -0.02
H 4.0779 0.4467 -3.3659 -0.01 0.00 -0.01
H 2.1037 1.9613 -3.6190 0.00 -0.01 -0.02
H 1.1909 2.4759 -2.2544 -0.01 0.04 -0.01
H 1.9415 -0.0728 -4.6194 -0.01 -0.01 -0.03
H 0.6233 -1.1880 -4.3405 0.01 0.01 0.02
H 2.0670 -1.2472 -3.3262 0.04 0.02 -0.01
H -0.0286 1.5268 -4.6650 0.00 -0.06 -0.02
H -0.8408 1.9414 -3.1656 -0.07 0.04 0.01
H -1.1606 0.3697 -3.9621 -0.03 0.03 0.03
H 0.9663 -0.0022 -0.9725 -0.09 -0.01 0.00
H 0.4462 -2.0045 -2.4442 -0.03 0.00 -0.03
H -1.1939 -1.6399 -2.0584 -0.02 0.00 0.02
H 1.1744 -2.2701 -0.2258 -0.04 0.07 0.04
H -0.0018 -3.4217 -0.7836 0.01 0.00 0.01
H -2.5814 -2.6794 1.5075 0.03 0.03 0.03
H -2.1147 -3.5717 0.0832 0.00 0.01 -0.02
N -3.7056 2.6468 1.3949 -0.07 0.02 -0.01
N -2.4833 1.8947 1.2677 -0.07 0.17 0.18
H -4.4400 2.1659 0.8857 0.04 -0.04 0.00
H -3.5820 3.5525 0.9519 0.06 0.00 0.03
H -2.6042 1.0869 1.8818 0.01 0.00 0.00
H -1.7765 2.4469 1.7546 -0.01 0.00 0.00
S -3.1778 2.2763 -1.6604 0.17 -0.05 0.07
C -3.6914 1.4086 -3.1081 -0.03 0.06 -0.06
N -4.2096 0.2016 -3.0423 0.08 0.01 0.03
C -4.8093 -0.4685 -4.2113 -0.06 -0.04 -0.06
C -5.3079 0.5781 -5.1924 0.01 0.01 0.03
C -4.1922 1.5577 -5.5073 -0.02 -0.01 -0.03
N -3.6271 2.0685 -4.2457 -0.05 0.02 -0.03
H -4.3027 -0.2410 -2.1350 0.05 -0.02 -0.04
H -5.6261 -1.0869 -3.8460 0.02 -0.02 0.02
H -4.0658 -1.1223 -4.6717 0.00 0.01 0.02
H -6.1618 1.1076 -4.7671 0.00 0.01 0.00
H -5.6427 0.0971 -6.1091 0.01 -0.01 0.00
H -4.5561 2.4099 -6.0761 0.00 0.01 0.01
H -3.3941 1.0821 -6.0799 0.00 0.00 -0.01
H -3.2583 3.0080 -4.2186 0.02 -0.03 0.01